A structure of composition C10H24F2FeNO10S2. Source: OMol25; level of theory: the ωB97M-V functional and the def2-TZVPD basis.

Values from the calculation:
frontier orbital gap (spin up / spin down) = 5.9 / 4.1 eV
expectation value of S² = 6.03
E_LUMO (spin up / spin down) = 2.268 / 2.269 eV

The geometry in ORCA input format:
```
! wB97M-V def2-TZVPD RIJCOSX def2/J DEFGRID3
* xyz -1 5
Fe 0.5522 -0.2452 0.3992
N 0.2591 -1.9460 1.3097
S -0.6949 -2.5833 2.3308
O -0.2896 -3.0332 3.6578
O -1.9306 -3.1195 1.7693
F -1.3198 -1.1609 2.6909
S 1.2738 -3.3338 1.2923
O 0.6901 -4.6960 1.3376
O 2.4998 -3.1412 2.0725
F 1.7014 -3.0751 -0.1749
C 3.2569 0.0078 0.7613
O 2.5088 0.1571 -0.1757
O 4.0679 -0.8393 0.8608
O 2.6173 -0.2232 1.7356
C -0.2212 -2.1285 -3.9408
C -0.6039 -2.1840 -2.4245
C -0.6002 -3.5931 -1.9093
O 0.2945 -1.3080 -1.7179
H 0.0666 -1.1378 -4.2928
H -1.0307 -2.5692 -4.5226
H 0.6318 -2.7862 -4.1079
H -1.5881 -1.7261 -2.3254
H -1.4481 -4.2099 -2.2070
H -0.7537 -3.6085 -0.8303
H 0.3731 -4.0694 -2.0272
H 1.1712 -1.4918 -2.0631
C -0.9745 2.4373 3.4698
C -0.0277 2.3815 2.2234
C 1.2399 3.2194 2.3518
O 0.2310 1.0242 2.0933
H -0.6100 1.9880 4.3936
H -1.8571 1.8711 3.1724
H -1.4276 3.3915 3.7386
H -0.6149 2.7987 1.4053
H 1.0089 4.2846 2.3421
H 2.0062 3.0365 1.5986
H 1.8382 2.9278 3.2150
H 0.2040 0.6648 2.9831
C -2.0448 3.1875 -1.2504
C -1.2173 1.9640 -1.8140
C 0.2180 2.2232 -2.3708
O -1.0904 1.0318 -0.7368
H -3.0132 2.8782 -0.8573
H -2.1937 3.8703 -2.0869
H -1.4593 3.7359 -0.5125
H -1.7871 1.4601 -2.5947
H 0.3627 2.8139 -3.2755
H 0.7973 1.3185 -2.5553
H 0.9242 2.8082 -1.7817
H -1.9965 0.7271 -0.6494
*
```

---

A cluster of 2 separate species, C5H12 in total. Source: OMol25; level of theory: the ωB97M-V functional and the def2-TZVPD basis.

Values from the calculation:
frontier orbital gap = 8.6 eV
E_LUMO = 0.391 eV

The geometry in ORCA input format:
```
! wB97M-V def2-TZVPD RIJCOSX def2/J DEFGRID3
* xyz 0 1
C 0.3327 1.3580 -1.2987
C -1.1108 0.0719 1.1309
C 1.3204 0.1943 -1.2624
C 0.1203 -0.2244 1.9000
C -1.5606 -1.0788 0.3107
H -0.1291 1.5496 -0.3197
H -0.4864 1.1664 -2.0017
H 0.8343 2.2796 -1.6133
H 2.1390 0.3890 -0.5594
H 1.7625 0.0256 -2.2502
H 0.8406 -0.7431 -0.9564
H 0.7406 0.6684 2.0388
H -0.2794 -0.4416 2.9070
H 0.7396 -1.0812 1.5829
H -0.8415 -1.8946 0.1197
H -2.3993 -1.4911 0.8986
H -2.0230 -0.7481 -0.6269
*
```